{
  "formula": "C28H45F3O24",
  "method": "wB97M-V/def2-TZVPD",
  "species": ["O", "C", "O", "C", "C", "F", "O", "H", "H", "H", "O", "C", "O", "C", "C", "F", "O", "H", "H", "H", "O", "C", "O", "C", "C", "F", "O", "H", "H", "H", "C", "C", "O", "C", "O", "O", "C", "H", "H", "H", "H", "H", "H", "H", "H", "C", "C", "O", "C", "O", "O", "C", "H", "H", "H", "H", "H", "H", "H", "H", "C", "C", "O", "C", "O", "O", "C", "H", "H", "H", "H", "H", "H", "H", "H", "C", "C", "O", "C", "O", "O", "C", "H", "H", "H", "H", "H", "H", "H", "H", "O", "C", "O", "C", "C", "O", "H", "H", "H", "H"],
  "positions_angstrom": [[-0.108, 2.623, 4.632], [-0.175, 3.305, 5.601], [0.629, 4.342, 5.905], [0.370, 4.717, 7.251], [-1.006, 4.117, 7.545], [-2.036, 5.004, 7.310], [-1.068, 3.102, 6.588], [1.100, 4.156, 7.846], [0.496, 5.773, 7.462], [-1.251, 3.716, 8.527], [1.407, 3.108, 0.472], [0.986, 2.045, 0.824], [1.154, 1.492, 2.036], [0.236, 0.391, 2.187], [0.114, 0.003, 0.712], [-1.211, -0.327, 0.521], [0.339, 1.211, 0.019], [0.814, -0.371, 2.709], [-0.717, 0.641, 2.645], [0.793, -0.789, 0.398], [-1.205, 7.327, 4.499], [-1.271, 6.517, 3.624], [-0.236, 5.805, 3.179], [-0.687, 4.801, 2.288], [-2.110, 5.232, 1.935], [-3.006, 4.201, 2.079], [-2.394, 6.130, 2.987], [-0.129, 4.659, 1.367], [-0.760, 3.906, 2.914], [-2.176, 5.623, 0.919], [4.951, -4.874, 2.713], [3.556, -5.324, 2.327], [2.829, -4.224, 1.748], [2.965, -3.928, 0.460], [3.372, -4.694, -0.382], [2.449, -2.732, 0.247], [2.304, -2.297, -1.111], [4.879, -4.140, 3.518], [5.530, -4.418, 1.914], [5.477, -5.740, 3.119], [2.875, -5.653, 3.110], [3.533, -6.126, 1.584], [1.322, -2.568, -1.503], [3.093, -2.704, -1.733], [2.354, -1.213, -1.082], [-0.765, -4.006, 3.082], [-1.862, -4.338, 2.088], [-2.258, -3.108, 1.500], [-3.077, -3.108, 0.459], [-3.302, -3.997, -0.299], [-3.547, -1.853, 0.335], [-4.666, -1.747, -0.542], [0.147, -3.791, 2.520], [-0.508, -4.860, 3.710], [-1.009, -3.167, 3.730], [-2.687, -4.928, 2.498], [-1.511, -5.068, 1.351], [-4.866, -0.692, -0.708], [-5.550, -2.163, -0.054], [-4.513, -2.298, -1.469], [-1.479, -0.599, -2.715], [-2.729, -0.866, -3.582], [-2.565, -1.741, -4.679], [-2.531, -3.070, -4.449], [-2.801, -3.635, -3.417], [-2.143, -3.631, -5.564], [-2.094, -5.050, -5.700], [-1.240, -1.442, -2.064], [-1.656, 0.221, -2.018], [-0.669, -0.318, -3.383], [-2.971, 0.103, -4.016], [-3.519, -1.122, -2.881], [-1.096, -5.432, -5.895], [-2.675, -5.270, -6.596], [-2.578, -5.538, -4.859], [0.643, -1.002, -5.758], [1.527, -1.219, -4.567], [1.829, 0.076, -4.039], [2.936, 0.188, -3.279], [3.776, -0.653, -3.143], [2.951, 1.446, -2.856], [3.743, 1.803, -1.681], [-0.248, -0.431, -5.496], [0.363, -1.945, -6.230], [1.127, -0.440, -6.560], [2.394, -1.788, -4.906], [0.984, -1.836, -3.848], [3.401, 1.136, -0.893], [3.497, 2.835, -1.461], [4.797, 1.656, -1.898], [0.098, 6.611, -0.477], [0.108, 5.694, -1.258], [-0.991, 4.951, -1.450], [-0.705, 3.911, -2.377], [0.820, 4.072, -2.659], [1.132, 5.282, -1.979], [-0.990, 2.891, -2.140], [-1.190, 4.156, -3.326], [1.071, 4.152, -3.714], [1.265, 3.146, -2.298]],
  "forces_ev_per_angstrom": [[0.07, 0.02, -0.20], [0.38, 0.18, -0.02], [-0.35, 0.09, -0.33], [0.32, -0.78, 1.09], [-0.51, 0.55, -0.37], [0.34, 0.06, -0.24], [-0.63, -0.38, 0.40], [-0.04, 0.22, 0.21], [-0.27, 0.10, -0.48], [0.67, -0.14, 0.00], [-0.13, -0.32, 0.14], [0.92, 0.94, 0.53], [-0.39, 0.86, 0.51], [1.95, -0.50, -1.01], [-2.08, 0.08, 1.07], [0.76, -0.34, -0.56], [-0.30, -0.95, -0.83], [-0.48, -0.01, 0.34], [0.11, 0.24, 0.02], [-0.30, -0.01, -0.27], [-0.25, -0.29, -0.47], [0.23, 0.13, 0.67], [0.99, 0.31, -0.47], [-1.12, -0.86, 0.10], [0.48, -0.42, 0.97], [0.21, 0.02, -0.33], [-0.85, 0.78, -0.73], [0.64, 0.31, 0.50], [0.17, -0.27, -0.63], [-0.48, 0.40, 0.30], [-0.42, -0.30, 0.97], [-0.44, -0.13, -1.43], [-0.17, 1.07, 0.55], [-0.23, -1.79, -0.46], [0.24, 0.53, 0.14], [-0.34, 0.81, 0.14], [0.03, -0.08, -0.01], [0.02, 0.02, -0.01], [-0.19, -0.25, -0.29], [0.20, 0.08, -0.11], [0.55, 0.15, 0.47], [0.41, 0.04, 0.04], [0.01, -0.27, 0.10], [0.01, 0.07, -0.04], [0.21, -0.01, 0.03], [0.35, -0.34, -0.26], [0.41, -1.28, -0.07], [-0.02, 0.11, 0.64], [0.24, 1.02, -0.36], [-0.32, -1.01, 0.02], [-0.21, -0.09, 0.09], [-0.55, -0.14, 0.02], [-0.01, 0.29, 0.09], [-0.25, -0.08, -0.01], [-0.14, 0.03, -0.07], [-0.41, 0.81, 0.41], [0.36, 0.52, -0.36], [0.30, 0.03, -0.06], [0.05, -0.07, 0.02], [0.15, 0.09, 0.00], [-0.25, -0.46, -0.46], [0.35, 1.33, 1.49], [0.21, -0.47, 0.08], [-0.20, 0.14, 1.18], [0.04, 0.49, -0.29], [0.73, -0.15, -1.24], [-0.99, -0.29, -0.31], [0.21, -0.20, -0.31], [-0.26, 0.14, -0.22], [0.29, -0.09, 0.30], [-0.27, -0.16, -0.30], [-0.32, -0.49, -0.50], [0.26, 0.38, 0.40], [-0.05, -0.02, 0.03], [0.25, 0.01, 0.17], [-0.34, 0.41, -0.86], [-0.20, -0.56, -0.85], [0.23, -0.40, 0.45], [-0.21, 0.56, -1.15], [0.18, -0.18, 0.58], [0.00, 0.64, 0.68], [-0.40, -0.92, -0.87], [-0.12, -0.24, -0.01], [-0.21, -0.09, 0.33], [0.29, 0.09, 0.25], [0.36, 0.36, 0.43], [0.19, 0.22, 0.34], [0.29, 0.16, 0.33], [0.02, 0.01, 0.01], [0.06, 0.04, 0.12], [0.37, -0.51, -0.75], [-0.61, 1.16, 1.71], [-0.35, -1.19, -0.01], [0.62, 0.78, -2.36], [-1.24, -1.08, 0.15], [1.04, -0.43, -0.29], [-0.07, 0.21, 0.90], [-0.49, 0.00, 0.23], [-0.11, 0.28, 0.00], [0.84, 0.64, 0.52]],
  "total_energy_ha": -3199.3417,
  "e_lumo_ev": 0.435,
  "smiles": "O=C1OC[C@@H](F)O1.O=C1OC[C@@H](F)O1.O=C1OC[C@@H](F)O1.CCOC(=O)OC.CCOC(=O)OC.CCOC(=O)OC.CCOC(=O)OC.O=C1OCCO1",
  "homo_energy_ev": -10.762,
  "spin_multiplicity": 1,
  "orbital_gap_ev": 11.1975
}



{
  "formula": "C2H2N2O4",
  "method": "wB97M-V/def2-TZVPD",
  "species": ["O", "C", "N", "O", "C", "O", "N", "O", "H", "H"],
  "positions_angstrom": [[2.565, -0.037, -0.483], [1.376, 0.037, -0.069], [0.599, -0.937, 0.633], [-0.671, -1.170, -0.055], [-1.374, -0.091, -0.254], [-2.514, 0.016, -0.317], [-0.703, 0.958, 0.305], [0.720, 1.203, 0.122], [1.133, -1.885, 0.584], [-1.213, 1.972, 0.656]],
  "forces_ev_per_angstrom": [[-5.05, 0.08, 1.62], [3.66, 0.42, 0.60], [1.56, -2.80, -1.23], [1.83, -3.36, -1.06], [3.45, 2.33, 4.00], [-5.70, -0.75, -2.10], [0.54, 6.36, 1.92], [-0.66, -0.03, -1.60], [-1.59, 1.95, -0.18], [1.96, -4.21, -1.97]],
  "total_energy_ha": -487.7243,
  "e_lumo_ev": -0.083,
  "smiles": "O=C1NOC(=O)NO1",
  "homo_energy_ev": -10.444,
  "spin_multiplicity": 1,
  "orbital_gap_ev": 10.3614
}